(1)
ORCA calculation (ωB97M-V with the def2-TZVPD basis set) on the molecule C3H7IN3P at a distorted geometry.

The geometry in XYZ format:
```
15
Properties=species:S:1:pos:R:3:mulliken_charge:R:1
C -1.12285 0.27543 1.64719 -1.35
H -1.22010 -0.27771 2.56213 0.39
H -1.23100 1.06331 -0.94610 0.41
N 0.57444 -0.17677 -1.39313 0.48
H 1.02111 0.70521 1.04935 0.54
H -0.95969 -1.69709 -0.36427 0.03
H -1.17312 1.22389 2.15865 0.36
H 2.13518 -0.81622 -2.20332 0.32
P 0.54507 -1.63743 -0.25566 0.43
C 0.08873 0.25397 0.76052 -0.13
N 1.50271 -2.77634 -0.52151 -0.71
N 1.64942 0.12150 -1.94101 -0.62
C -0.21715 0.82789 -0.64100 -0.59
H -2.01616 0.03301 1.09744 0.34
I 0.42342 2.87735 -1.00929 0.11
```

The value obtained for the energy above the lowest of the compared OMol25 structures with the same formula, charge and spin is 209.4 kJ/mol. Its HOMO-LUMO gap (alpha / beta) is 6.918 / 6.917 eV. The total charge is 0.

---

(2)
ORCA calculation (ωB97M-V with the def2-TZVPD basis set) on the ion C5H12N with charge +1 at a distorted geometry.

The geometry in XYZ format:
```
18
Properties=species:S:1:pos:R:3:mulliken_charge:R:1
H -1.30896 0.53659 2.60963 0.36
H 0.18764 0.68729 -1.50930 0.42
C 1.10966 -0.74773 -0.34799 -0.26
H 1.37629 -2.58964 -1.59858 0.38
C 0.34013 0.63558 -0.40899 -0.59
H -0.64136 -0.84022 1.75756 0.39
H 0.03768 -1.64902 -2.11142 0.31
C 1.15502 -1.52655 -1.70005 -1.35
H 0.57410 -1.43518 0.31666 0.29
C -1.85171 1.60662 0.38778 -1.02
H 1.85675 -1.13103 -2.38042 0.37
H -2.18186 1.87429 -0.62381 0.27
H 1.03137 1.49728 -0.17692 0.31
H 0.24496 0.49257 2.32006 0.36
N -0.65417 0.21581 1.89112 -0.29
C -0.84054 0.76858 0.48108 0.51
H 2.12548 -0.38114 -0.01126 0.26
H -2.56045 1.98591 1.10485 0.29
```

The value obtained for the energy above the lowest of the compared OMol25 structures with the same formula, charge and spin is 220.5 kJ/mol. As for the SMILES: C=C([NH3+])CCC. Its HOMO-LUMO gap is 10.973 eV. The total charge is +1.

---

(3)
ORCA calculation (ωB97M-V with the def2-TZVPD basis set) on a cluster of 2 separate species, BrFH2NPS in total at a distorted geometry.

The geometry in XYZ format:
```
7
Properties=species:S:1:pos:R:3:mulliken_charge:R:1
H 0.68942 -1.23277 0.56736 0.29
S 0.73548 2.41099 -0.91852 -0.21
Br -3.11204 -1.68156 -0.38659 -0.40
H 1.02078 -0.94798 -0.98476 0.31
F -0.18038 1.18305 1.69092 -0.21
N 0.92343 -0.54425 -0.05586 -0.42
P -0.07670 0.81251 0.08745 0.65
```

The value obtained for the energy above the lowest of the compared OMol25 structures with the same formula, charge and spin is 302.2 kJ/mol. Its HOMO-LUMO gap (alpha / beta) is 4.367 / 4.374 eV. The total charge is 0.

---

(4)
ORCA calculation (ωB97M-V with the def2-TZVPD basis set) on a cluster of 6 separate species, C47H73F4I2N6Si in total at a distorted geometry.

The geometry in XYZ format:
```
133
Properties=species:S:1:pos:R:3:mulliken_charge:R:1
H 10.68043 1.27649 5.78302 0.26
C -4.31076 -9.33331 -2.30503 0.25
C -7.05096 2.70557 -1.01864 -0.36
H -1.67249 3.12527 -5.57802 0.36
H 3.01655 2.85455 -0.52611 0.41
H -1.17211 1.43288 -5.72534 0.29
H 7.84722 0.52147 4.62215 0.19
H -4.15143 -6.80468 -1.31477 0.24
H -1.34482 6.28011 -0.34322 0.18
I 4.91384 -1.54576 -0.85002 0.05
C 3.98966 1.82120 -2.93526 -0.49
H -3.38127 -0.84218 0.99950 0.47
H 0.30056 6.65210 1.68698 0.36
N -7.65875 -4.68441 0.04400 -0.55
H -7.54623 -5.03222 3.16431 0.36
C -3.35106 0.24484 1.08465 -1.34
H -6.30730 -7.23287 1.19683 0.20
H -4.75541 -5.42181 1.94862 0.25
C -5.97648 -7.16475 2.23456 -1.08
H -6.36426 -1.61287 -1.29052 0.43
H 3.42175 -0.21839 1.19989 0.69
H 11.81652 -1.04272 3.89535 0.33
C -2.16695 0.55003 2.04853 0.54
C 7.98358 -0.02693 2.55131 -0.99
H 6.43026 0.94078 3.67240 0.27
C 0.89193 4.71970 0.24288 -0.69
H -5.01445 0.48577 -2.51086 0.27
C 7.18195 0.16411 3.83328 -0.26
C 0.89897 7.10906 0.88807 -1.48
H 2.47060 0.45423 -2.36091 0.29
H -6.77041 3.99602 -4.11343 0.41
C -5.57186 -5.74076 2.60113 -0.42
C 0.64645 3.57976 -0.78407 -2.24
C 2.38603 -3.06226 -0.27155 -1.31
C 1.41556 0.25967 0.72203 0.82
H -4.42190 -5.97727 -2.84145 0.31
C -6.15239 -6.98709 -2.07260 -0.95
C -7.21379 3.55922 -2.07308 -0.62
H 0.51810 8.10372 0.66438 0.39
H -6.51949 -6.10305 -1.55247 0.11
H -0.19951 3.76140 -1.44394 0.51
C 2.85991 1.77460 -0.62502 -1.66
C 12.15109 -0.95260 4.93035 -1.10
I -2.29858 3.39721 0.40682 0.28
H -6.78506 -7.52023 2.87580 0.34
H -0.65797 5.79727 -1.90923 0.30
H 1.49077 -3.18812 0.34355 0.28
H 1.52150 3.56810 -1.42196 0.30
C -0.86630 0.88314 1.30184 0.14
C 12.61960 0.46373 5.24504 -0.43
C -6.60720 3.32092 -3.28347 -0.52
N 0.36089 4.79818 -3.89783 -0.48
C -4.64595 -6.89053 -2.28572 -0.34
H 8.75419 -0.78914 2.67908 0.26
H 0.24094 4.62370 1.11582 0.59
H -6.67833 -7.06277 -3.02652 0.37
Si -6.03067 0.31998 0.27840 -0.03
H -5.48251 -2.14543 0.20186 0.23
H -5.18872 -5.72823 3.62316 0.33
H 12.96544 -1.66280 5.07122 0.33
H 13.44770 0.72219 4.58267 0.30
H 0.04233 3.77809 -7.27701 0.34
C 11.50388 1.50500 5.10412 -0.36
H 8.47132 0.89855 2.26933 0.33
N 4.81662 -1.98633 2.48878 -0.41
C -7.24642 -4.69918 1.12078 0.30
C 2.53975 -0.75423 0.85368 -1.75
H 0.51597 2.09861 -7.46417 0.34
H 3.69437 1.26470 -0.15301 0.52
H 11.32773 -1.24823 5.58485 0.28
H 2.31594 -1.46028 1.64968 0.76
H 11.87894 2.49829 5.35143 0.31
C -5.80695 2.20823 -3.38603 -0.76
C -6.73319 -4.74490 2.49629 -0.25
H 4.90069 1.36874 -2.54195 0.29
H -3.10723 0.66492 0.10227 0.48
C 5.55787 -1.60868 3.29122 0.29
H 1.91405 4.55254 0.61304 0.15
N 10.59603 1.54419 2.64094 -0.51
H 1.68809 6.32276 -0.93945 0.27
C 1.16284 2.97672 -5.61327 -0.23
H -7.61455 -0.64113 1.90314 0.31
C 0.79232 6.14733 -0.33379 0.88
F -2.01156 -0.56005 2.81755 -0.30
H -5.13097 -7.84262 2.35067 0.35
C -0.68332 2.03218 0.56630 -0.13
H 13.00400 0.49580 6.26580 0.32
H 1.92708 2.09743 -2.56846 -0.08
H -2.99640 -7.96967 -3.18966 0.29
C 2.77580 -1.57062 -0.44279 -0.31
C 6.49711 -1.12280 4.30959 -0.50
C -1.23278 2.38795 -6.25257 -1.18
H 3.24091 -3.63328 0.08261 0.39
C -7.66995 0.21406 1.22544 -1.09
N 0.49089 2.29754 -0.04432 0.17
H -7.78251 1.14651 1.78657 0.32
C -0.53103 6.45733 -1.05046 -1.23
C -4.07118 -8.08904 -3.04873 -0.46
H -4.53321 -8.17254 -4.03339 0.29
C 10.99024 1.52708 3.72718 0.27
H -4.94653 0.54069 2.54025 0.41
H 5.94705 -0.94159 5.23371 0.30
F 0.12330 -1.13520 1.98450 -0.36
C -4.68662 0.86346 1.52590 -0.30
H -4.66366 -1.22545 -1.02414 0.29
C 1.53213 1.44549 0.03605 0.70
H 4.10536 2.90494 -3.04727 0.27
C 0.20450 0.00799 1.34319 1.17
H -0.49685 7.49538 -1.38047 0.44
H -6.40156 -3.74491 2.77973 0.17
H -8.46785 0.09885 0.48913 0.33
H 2.20606 -1.18778 -1.28454 0.53
H 7.23602 -1.90140 4.50427 0.30
F 3.77006 1.34553 -4.22918 -0.32
H -7.57063 2.93176 -0.09072 0.28
H 2.12248 -3.43223 -1.26808 0.42
H 2.13149 3.27889 -6.01188 0.39
N -4.49607 -10.30676 -1.71115 -0.42
H -5.34094 2.02297 -4.34947 0.40
H -4.65100 1.95349 1.55513 0.35
H 1.91843 7.12772 1.28426 0.38
H -7.85017 4.43657 -2.01184 0.38
H -1.91733 2.26708 -7.09167 0.36
C 0.14080 2.82935 -6.74647 -0.60
H 1.29579 2.02737 -5.09168 0.10
C -6.26512 1.56925 -1.11272 0.69
C 0.71607 3.99117 -4.64647 0.38
H 7.34020 -0.32466 1.71887 0.26
C 2.73182 1.49014 -2.14046 0.13
C -5.64461 1.35157 -2.32931 -0.07
H -6.41658 -7.85503 -1.46569 0.33
C -5.63759 -1.34115 -0.52365 -1.01
F -2.46857 1.54171 2.92119 -0.33
```

Its HOMO-LUMO gap is 7.862 eV. The total charge is +1.

---

Repeat the third record exactly.
ORCA calculation (ωB97M-V with the def2-TZVPD basis set) on a cluster of 2 separate species, BrFH2NPS in total at a distorted geometry.

The geometry in XYZ format:
```
7
Properties=species:S:1:pos:R:3:mulliken_charge:R:1
H 0.68942 -1.23277 0.56736 0.29
S 0.73548 2.41099 -0.91852 -0.21
Br -3.11204 -1.68156 -0.38659 -0.40
H 1.02078 -0.94798 -0.98476 0.31
F -0.18038 1.18305 1.69092 -0.21
N 0.92343 -0.54425 -0.05586 -0.42
P -0.07670 0.81251 0.08745 0.65
```

The value obtained for the energy above the lowest of the compared OMol25 structures with the same formula, charge and spin is 302.2 kJ/mol. Its HOMO-LUMO gap (alpha / beta) is 4.367 / 4.374 eV. The total charge is 0.

---

Question: What is the total charge in the second record?
Answer: +1

---

Question: total charge of number 3 (BrFH2NPS)?
Answer: 0